# 1
A molecular structure, C23H21FNO7S2. Source: OMol25; level of theory: the ωB97M-V functional and the def2-TZVPD basis.

Structure (XYZ):
```
55
Properties=species:S:1:pos:R:3
C 4.150 1.193 2.399
C 3.221 2.259 1.874
O 2.117 1.580 1.246
C 1.311 2.519 0.606
C -0.029 2.171 0.946
C -1.070 3.055 1.215
C -2.417 2.458 1.503
C -2.705 1.093 1.719
C -3.927 0.702 2.274
C -4.891 1.648 2.604
C -4.641 3.000 2.346
C -3.428 3.386 1.792
O -0.855 4.273 1.293
O 1.736 3.377 -0.116
H 5.115 1.656 2.615
H 3.756 0.781 3.336
H 4.311 0.377 1.683
H 2.809 2.868 2.702
H 3.708 2.886 1.111
H -0.126 0.837 0.648
H -1.975 0.323 1.495
H -4.122 -0.352 2.454
H -5.843 1.344 3.024
H -5.363 3.773 2.590
H -3.193 4.443 1.636
C -4.400 -2.880 -0.219
C -3.623 -3.734 -1.003
C -2.579 -3.245 -1.787
C -2.276 -1.887 -1.735
S -1.088 -1.330 -2.980
N 0.401 -1.772 -2.408
F 0.010 0.715 -0.358
S 1.746 -1.048 -3.043
C 3.067 -1.320 -1.838
C 3.752 -0.270 -1.210
C 4.941 -0.554 -0.534
C 5.451 -1.856 -0.491
C 4.757 -2.878 -1.135
C 3.577 -2.622 -1.837
O 2.127 -1.781 -4.218
O 1.711 0.396 -3.060
O -1.357 -2.125 -4.158
O -1.351 0.076 -2.989
C -3.082 -0.986 -1.010
C -4.145 -1.504 -0.253
H -5.211 -3.277 0.401
H -3.836 -4.792 -1.044
H -2.028 -3.885 -2.465
H 3.402 0.763 -1.283
H 5.496 0.248 -0.057
H 6.387 -2.078 0.031
H 5.136 -3.900 -1.142
H 3.079 -3.393 -2.417
H -2.913 0.098 -1.057
H -4.798 -0.826 0.300
```

Output
Spin multiplicity   1
Orbital gap   4.7 eV
Charge   -1

---

# 2
A molecular structure, C23H21N11ORuS3. Source: OMol25; level of theory: the ωB97M-V functional and the def2-TZVPD basis.

Structure (XYZ):
```
60
Properties=species:S:1:pos:R:3
Ru 0.273 -0.344 -0.107
C -4.269 -3.301 -1.621
S -2.511 -3.655 -1.776
C -1.805 -2.372 -0.842
S -0.132 -2.607 -0.425
N -2.514 -1.339 -0.539
N -1.830 -0.369 0.227
C -2.662 0.249 0.982
C -2.416 1.370 1.902
C -3.511 1.888 2.590
C -3.322 2.984 3.418
C -2.054 3.530 3.521
C -1.020 2.939 2.802
N -1.189 1.877 2.026
H -4.779 -4.069 -2.199
H -4.505 -2.319 -2.025
H -4.580 -3.355 -0.581
H -3.692 -0.090 0.911
H -4.493 1.451 2.463
H -4.155 3.413 3.958
H -1.865 4.396 4.141
H -0.008 3.325 2.862
S 4.626 -0.477 -6.184
N 5.013 -0.635 -4.628
C 3.885 -0.539 -3.943
C 3.763 -0.627 -2.501
C 4.843 -0.821 -1.638
C 4.606 -0.885 -0.285
C 3.300 -0.763 0.183
N 2.270 -0.586 -0.629
C 2.486 -0.508 -1.957
C 1.314 -0.291 -2.801
N 0.124 -0.181 -2.175
C -0.969 0.031 -2.895
C -0.938 0.126 -4.284
C 0.265 0.006 -4.939
C 1.422 -0.202 -4.186
C 2.747 -0.333 -4.763
N 3.033 -0.277 -6.053
H 5.840 -0.915 -2.047
H 5.412 -1.029 0.420
H 3.072 -0.807 1.238
H -1.895 0.118 -2.345
H -1.858 0.295 -4.825
H 0.336 0.073 -6.016
C 0.005 2.510 -0.839
O 0.790 1.538 -0.221
H 0.085 2.460 -1.935
H 0.357 3.502 -0.540
H -1.059 2.429 -0.578
N -0.367 0.163 5.096
C 0.547 -0.815 5.213
N 0.860 -1.258 6.436
N 1.171 -1.369 4.190
C 0.856 -0.981 2.987
N 0.610 -0.681 1.899
H -0.894 0.487 5.887
H -0.660 0.468 4.181
H 0.473 -0.860 7.271
H 1.568 -1.967 6.512
```

Output
Spin multiplicity   2
Orbital gap (spin up / spin down)   7.2 / 7.2 eV
Charge   +1
ΔE to the lowest compared entry with this formula, charge and spin   0.0 kJ/mol

---

# 3
A molecular structure, C23H21N6O2PdS. Source: OMol25; level of theory: the ωB97M-V functional and the def2-TZVPD basis.

Structure (XYZ):
```
54
Properties=species:S:1:pos:R:3
Pd -0.103 0.594 0.297
C 3.696 2.497 0.597
C 2.328 2.041 0.211
N 1.782 1.003 0.730
N 2.399 0.228 1.668
C 1.716 -0.849 2.139
N 2.349 -1.603 3.033
S 0.159 -1.260 1.597
C 1.491 2.707 -0.812
C 1.939 3.772 -1.562
C 1.100 4.319 -2.530
C -0.146 3.772 -2.720
C -0.538 2.695 -1.928
N 0.251 2.180 -0.997
H 3.783 2.568 1.684
H 3.932 3.474 0.193
H 4.448 1.793 0.231
H 3.360 0.416 1.914
H 3.289 -1.427 3.345
H 1.873 -2.409 3.406
H 2.927 4.180 -1.415
H 1.434 5.158 -3.124
H -0.830 4.160 -3.460
H -1.514 2.249 -2.031
O -2.066 -2.011 0.163
C -2.664 -0.957 0.088
N -4.013 -0.783 0.127
C -4.406 0.607 -0.038
C -3.013 1.276 -0.059
O -2.827 2.478 -0.126
N -2.058 0.303 -0.011
C -5.125 0.800 -1.372
C -4.401 0.852 -2.559
C -5.050 0.933 -3.781
C -6.436 0.958 -3.830
C -7.165 0.894 -2.653
C -6.514 0.816 -1.430
C -5.178 1.156 1.155
C -5.624 2.476 1.128
C -6.304 3.004 2.212
C -6.549 2.222 3.334
C -6.103 0.912 3.366
C -5.415 0.380 2.281
H -4.626 -1.557 -0.070
H -3.317 0.809 -2.536
H -4.473 0.973 -4.696
H -6.945 1.022 -4.783
H -8.247 0.906 -2.683
H -7.091 0.776 -0.515
H -5.434 3.088 0.256
H -6.648 4.030 2.181
H -7.087 2.635 4.177
H -6.290 0.295 4.236
H -5.063 -0.642 2.316
```

Output
Spin multiplicity   1
Orbital gap   6.6 eV
Charge   +1
ΔE to the lowest compared entry with this formula, charge and spin   0.0 kJ/mol